{"formula": "C35H27F6GeMoN5PS3", "method": "wB97M-V/def2-TZVPD", "spin_multiplicity": 3, "relative_energy_kj_mol": 87.8, "charge": 3, "elements": ["Mo", "N", "C", "C", "C", "C", "C", "C", "C", "N", "C", "C", "N", "C", "H", "H", "H", "H", "H", "H", "H", "C", "Ge", "C", "C", "C", "C", "C", "C", "C", "C", "C", "C", "C", "C", "C", "C", "C", "C", "H", "H", "H", "H", "H", "H", "H", "H", "H", "H", "H", "H", "H", "H", "H", "S", "C", "S", "C", "N", "N", "C", "C", "C", "C", "C", "C", "S", "H", "H", "H", "H", "H", "F", "P", "F", "F", "F", "F", "F"], "coordinates": [[-0.74900, -0.87116, -0.07716], [-6.76315, -2.45062, 8.55994], [-5.95214, -2.34749, 7.75489], [-4.93541, -2.21824, 6.74605], [-3.63362, -1.88267, 7.11468], [-2.65456, -1.75392, 6.14612], [-2.99352, -1.96879, 4.82029], [-4.28101, -2.30912, 4.43658], [-5.25859, -2.42863, 5.40746], [-1.97468, -1.84347, 3.80756], [-0.66003, -2.26322, 3.92207], [-0.05997, -1.98451, 2.74678], [-1.00295, -1.39615, 1.90155], [-2.14720, -1.32429, 2.60336], [-3.39464, -1.71837, 8.15589], [-1.65028, -1.46733, 6.42979], [-4.51986, -2.51746, 3.40113], [-6.26813, -2.70125, 5.13378], [-0.28522, -2.74534, 4.80784], [0.95650, -2.16465, 2.45053], [-3.07697, -0.90728, 2.25771], [2.91664, -2.30154, 0.76218], [1.49071, -2.09012, -0.53303], [1.79947, -2.83873, -2.24042], [0.73569, -3.33963, -3.00146], [1.00298, -4.01975, -4.17744], [2.31723, -4.18269, -4.59928], [3.37195, -3.66211, -3.85780], [3.12302, -2.99861, -2.66871], [1.06853, 0.21630, -0.50747], [2.12497, 0.75645, 0.19409], [3.07486, 1.55773, -0.47556], [2.97096, 1.81965, -1.81777], [1.90073, 1.28757, -2.57886], [1.71515, 1.48836, -3.97119], [0.66771, 0.90431, -4.63397], [-0.26022, 0.07398, -3.95871], [-0.08568, -0.10999, -2.62031], [0.96999, 0.47881, -1.90635], [3.85099, -2.33135, 0.20200], [2.79759, -3.26366, 1.26492], [2.95118, -1.50377, 1.49607], [-0.28991, -3.22666, -2.67530], [0.18938, -4.42775, -4.76177], [2.52355, -4.72711, -5.51117], [4.38998, -3.78061, -4.20311], [3.95238, -2.60400, -2.09523], [2.23432, 0.59673, 1.25972], [3.90717, 1.95860, 0.08814], [3.71875, 2.42817, -2.31207], [2.41986, 2.10846, -4.51157], [0.54605, 1.06275, -5.69685], [-1.07224, -0.39604, -4.49671], [-0.76804, -0.79390, -2.08325], [-1.50662, 6.68301, -1.54401], [-1.17298, 5.08240, -1.16664], [-2.38721, 3.88489, -0.98918], [-1.15920, 2.79998, -0.40969], [0.03892, 3.28037, -0.40733], [0.02803, 4.56318, -0.84547], [1.24250, 5.30977, -0.89808], [1.39992, 6.29187, -1.87452], [2.52644, 7.10546, -1.84675], [3.50006, 6.89434, -0.88796], [3.35460, 5.86878, 0.04940], [2.23263, 5.06483, 0.04762], [-1.68559, 1.22743, 0.13041], [0.71571, 6.36641, -2.71466], [2.65113, 7.87459, -2.59597], [4.38442, 7.51654, -0.87460], [4.11706, 5.71834, 0.80180], [2.08895, 4.29693, 0.79252], [-1.33727, -2.78960, -0.48216], [-3.21927, -2.73540, -1.01770], [-3.43518, -3.57823, 0.27676], [-2.90569, -3.97478, -1.89296], [-3.10082, -1.36713, -0.02227], [-2.62929, -1.76175, -2.15547], [-4.69257, -2.49816, -1.37173]], "forces_ev_per_a": [[-1.596, -0.318, 1.860], [-0.016, 0.008, 0.009], [0.038, -0.012, -0.031], [-0.001, 0.026, 0.028], [-0.017, -0.017, -0.004], [0.045, 0.048, 0.021], [-0.042, -0.005, 0.012], [-0.002, -0.046, -0.050], [-0.020, 0.001, 0.000], [0.027, 0.025, 0.052], [0.024, -0.057, -0.049], [-0.062, 0.066, 0.049], [0.574, 0.187, -0.327], [-0.083, -0.100, -0.021], [-0.004, 0.002, 0.002], [0.004, -0.006, -0.009], [0.006, -0.014, 0.004], [0.000, -0.004, 0.006], [-0.033, 0.000, 0.019], [-0.012, 0.004, 0.001], [0.001, 0.011, 0.007], [-0.223, -0.319, 0.193], [0.507, 1.224, 0.040], [-0.287, -0.090, -0.057], [0.114, -0.025, -0.078], [-0.021, 0.037, 0.003], [0.012, 0.001, 0.008], [0.029, 0.026, -0.021], [-0.063, -0.019, 0.011], [0.200, -0.734, -0.329], [0.060, 0.089, 0.015], [0.028, 0.032, 0.034], [-0.033, 0.015, -0.009], [-0.019, 0.007, -0.012], [0.021, 0.018, 0.019], [-0.015, -0.034, -0.018], [0.028, 0.110, -0.020], [0.162, 0.076, 0.254], [-0.003, 0.025, -0.071], [0.002, 0.039, -0.017], [0.066, -0.012, -0.020], [0.014, -0.009, 0.016], [-0.003, -0.033, 0.014], [0.006, -0.018, 0.004], [0.000, 0.019, -0.013], [-0.003, -0.020, 0.002], [0.021, -0.040, 0.014], [-0.001, -0.018, -0.002], [-0.010, 0.010, -0.002], [0.009, 0.001, 0.008], [0.008, -0.017, -0.010], [0.009, 0.003, -0.002], [-0.002, -0.003, 0.004], [-0.249, -0.174, -0.845], [0.157, 0.133, -0.010], [-0.050, -0.070, 0.195], [0.015, -0.085, -0.074], [0.177, 0.109, -0.153], [0.034, -0.047, -0.086], [-0.040, -0.006, -0.012], [0.154, -0.018, 0.006], [-0.185, 0.002, -0.159], [0.055, -0.009, 0.021], [-0.022, -0.006, -0.020], [0.050, 0.015, -0.001], [-0.152, 0.052, 0.081], [0.072, -0.243, -0.100], [-0.008, -0.056, 0.015], [-0.010, -0.002, -0.004], [0.002, 0.000, 0.025], [0.000, -0.002, -0.005], [0.010, -0.026, 0.047], [0.506, 0.160, -0.413], [-0.345, -0.091, -0.254], [0.039, 0.069, 0.029], [0.054, -0.010, 0.114], [0.301, 0.194, -0.044], [-0.029, -0.060, 0.031], [0.020, 0.029, 0.082]], "lowdin_charge": [1.34, 0.21, -0.15, -0.19, 0.02, 0.01, -0.18, 0.01, 0.02, 0.03, 0.03, -0.07, -0.13, -0.10, 0.14, 0.13, 0.12, 0.14, 0.15, 0.08, 0.15, -0.20, 1.15, -0.34, -0.11, -0.04, -0.02, -0.04, -0.09, -0.43, -0.11, -0.05, 0.02, -0.15, 0.02, -0.02, 0.00, -0.13, -0.28, 0.04, 0.05, 0.02, 0.08, 0.12, 0.13, 0.12, 0.10, 0.11, 0.12, 0.14, 0.13, 0.13, 0.13, 0.03, 0.98, -0.96, 1.13, -0.94, 0.10, -0.10, -0.20, -0.06, -0.02, -0.02, -0.02, -0.01, 0.75, 0.10, 0.13, 0.13, 0.13, 0.11, -0.41, 0.28, -0.06, -0.03, -0.27, -0.15, 0.00]}